Entry 1:
114
Properties=species:S:1:pos:R:3:lowdin_charge:R:1 method="wB97M-V/def2-TZVPD" gap_ev=8.07 homo_ev=-14.88 total_charge=+3 de_lowest_ev=0.178 e_tot_ev=-122762.5142
Sc -0.160 -1.609 1.231 0.7669
N -0.786 -1.376 3.593 0.0178
C 0.332 -0.639 4.255 -0.2525
C 0.580 -1.108 5.713 -0.1472
C -0.510 -0.665 6.679 -0.1648
C -0.706 0.862 6.973 -0.1169
N -1.434 1.675 5.974 0.0857
C -2.742 1.913 6.013 -0.4273
N -3.571 1.100 6.673 0.2127
N -3.278 2.797 5.151 0.2056
C 1.649 -0.712 3.389 -0.4991
O 2.717 -0.189 3.810 0.0532
O 1.543 -1.332 2.220 -0.1653
H -1.753 -1.075 3.735 0.0854
H -0.876 -2.343 3.922 0.1070
H 0.035 0.416 4.217 0.1224
H 1.584 -0.753 6.073 0.1447
H 0.751 -2.176 5.717 0.1248
H -0.259 -1.165 7.640 0.1332
H -1.495 -1.093 6.339 0.1153
H 0.221 1.378 7.123 0.1292
H -1.290 0.945 7.901 0.1235
H -0.915 2.015 5.139 0.1633
H -3.292 0.655 7.551 0.1363
H -4.484 1.507 6.840 0.1375
H -2.685 3.101 4.354 0.1374
H -4.248 2.748 4.948 0.1158
N 0.615 -2.076 -0.757 -0.3181
S 0.621 -1.677 -2.193 0.8066
N 0.087 -0.253 -2.872 -0.3583
S 0.327 1.275 -2.616 0.9541
N 0.622 1.936 -1.213 -0.3894
S -0.043 1.719 0.268 0.8224
N -0.357 0.320 0.654 -0.3464
C -1.456 2.699 0.381 -0.3727
C -1.419 3.897 -0.287 -0.0700
C -2.385 4.837 0.072 -0.0507
C -3.593 4.453 0.628 -0.0626
C -3.683 3.179 1.159 -0.0959
C -2.655 2.252 0.972 -0.0646
C 1.337 2.533 1.061 -0.2954
C 2.592 2.121 0.694 -0.0672
C 3.679 2.685 1.349 -0.0226
C 3.496 3.645 2.340 -0.0389
C 2.236 4.003 2.716 -0.0619
C 1.157 3.415 2.110 -0.0712
C 1.765 1.857 -3.581 -0.3025
C 2.749 2.565 -2.976 -0.0852
C 3.968 2.758 -3.620 -0.0301
C 4.150 2.254 -4.914 -0.0546
C 3.097 1.711 -5.598 -0.0498
C 1.867 1.402 -4.941 -0.0350
C -1.091 2.104 -3.376 -0.2781
C -2.383 1.647 -3.021 -0.0842
C -3.485 1.971 -3.787 -0.0619
C -3.314 2.830 -4.865 -0.0217
C -2.030 3.329 -5.222 -0.0297
C -0.930 2.926 -4.500 -0.0653
C -0.466 -2.705 -3.116 -0.3450
C -1.736 -2.230 -3.472 -0.0635
C -2.652 -3.085 -4.086 -0.0740
C -2.309 -4.392 -4.337 -0.0755
C -1.031 -4.872 -4.087 -0.0233
C -0.114 -3.994 -3.439 -0.0525
C 2.174 -1.913 -2.984 -0.3457
C 3.344 -1.808 -2.256 -0.0564
C 4.527 -2.194 -2.905 -0.0535
C 4.529 -2.578 -4.261 -0.0502
C 3.346 -2.612 -5.053 -0.0176
C 2.198 -2.107 -4.379 -0.0818
H -0.501 4.241 -0.915 0.1638
H -2.181 5.889 -0.237 0.1374
H -4.408 5.183 0.945 0.1472
H -4.631 2.911 1.692 0.1225
H -2.749 1.195 1.187 0.0849
H 2.769 1.458 -0.092 0.0930
H 4.712 2.431 1.047 0.1349
H 4.383 4.228 2.621 0.1329
H 1.995 4.652 3.517 0.1097
H 0.195 3.664 2.473 0.0958
H 2.557 3.058 -2.021 0.1083
H 4.784 3.314 -3.160 0.1222
H 5.117 2.371 -5.463 0.1396
H 3.188 1.515 -6.670 0.1246
H 1.175 0.744 -5.410 0.1062
H -2.470 0.971 -2.146 0.1145
H -4.402 1.447 -3.610 0.1123
H -4.231 3.247 -5.269 0.1207
H -1.913 4.020 -6.023 0.1120
H 0.084 3.287 -4.855 0.1368
H -2.125 -1.240 -3.155 0.0984
H -3.657 -2.708 -4.289 0.1169
H -3.096 -5.006 -4.861 0.1379
H -0.763 -5.891 -4.299 0.1119
H 0.885 -4.312 -3.212 0.1154
H 3.302 -1.534 -1.210 0.1102
H 5.479 -2.172 -2.331 0.1258
H 5.493 -2.834 -4.725 0.1180
H 3.356 -2.857 -6.136 0.1283
H 1.348 -1.976 -5.013 0.1077
N -3.680 -2.037 1.259 0.1775
C -2.517 -2.000 1.184 -0.0229
H -4.573 -2.402 1.645 0.1482
C 0.676 -6.746 1.089 -0.0314
C 1.666 -5.900 1.561 -0.0349
C 1.344 -4.568 1.784 -0.1254
N 0.187 -4.028 1.397 -0.0298
C -0.838 -4.879 1.090 -0.1289
C -0.615 -6.228 0.976 -0.0532
H 0.879 -7.831 0.968 0.1365
H 2.725 -6.169 1.790 0.1372
H 2.088 -3.922 2.268 0.1224
H -1.826 -4.414 1.020 0.0809
H -1.485 -6.871 0.729 0.1293

Entry 2:
49
Properties=species:S:1:pos:R:3:nbo_charge:R:1 method="wB97M-V/def2-TZVPD" gap_ev=1.43 homo_ev=4.14 total_charge=-3 e_tot_ev=-61918.9099
C 0.136 1.772 4.218 -0.6207
C -1.143 1.853 3.307 -0.4029
C -0.890 2.494 1.883 -0.4006
C -1.067 1.499 0.680 -0.2372
C -1.362 2.359 -0.590 -0.6282
C 0.052 0.408 0.517 -0.3477
I 2.066 0.975 1.276 0.2893
C -0.387 -0.722 1.480 0.3086
N -0.738 -1.530 2.182 -0.4234
C 0.128 -0.310 -0.872 -0.1756
C 1.046 -1.550 -0.639 0.3026
N 1.641 -2.492 -0.556 -0.3302
O -1.170 -0.865 -1.118 -0.5375
C -1.313 -1.406 -2.421 -0.1234
C -2.433 -2.519 -2.315 -0.0827
O -2.318 -3.263 -1.110 -0.5332
C -1.480 -4.398 -1.349 -0.0640
C -1.334 -5.126 0.027 -0.6335
P 0.897 0.657 -2.287 2.2969
O 1.582 -0.332 -3.167 -1.1309
O -0.221 1.423 -3.269 -1.0107
O 1.974 1.794 -1.886 -0.9830
H 0.600 0.777 4.036 0.2291
H 0.852 2.562 3.929 0.2357
H -0.159 1.813 5.288 0.1754
H -1.681 0.880 3.230 0.2046
H -1.858 2.524 3.849 0.1698
H -1.722 3.234 1.764 0.1793
H 0.038 3.099 1.839 0.2475
H -2.015 0.948 0.901 0.1966
H -2.133 3.114 -0.338 0.2017
H -0.467 2.777 -1.088 0.2329
H -1.840 1.681 -1.340 0.2046
H -1.692 -0.686 -3.181 0.1872
H -0.414 -1.914 -2.825 0.2121
H -3.398 -1.959 -2.233 0.1694
H -2.501 -3.139 -3.236 0.1583
H -0.502 -4.062 -1.756 0.1900
H -1.971 -5.071 -2.094 0.1347
H -0.726 -4.476 0.692 0.2502
H -2.357 -5.163 0.455 0.2028
H -0.898 -6.136 -0.098 0.1926
H 0.335 1.802 -3.976 0.5021
H 2.886 1.435 -1.749 0.5819
O 7.107 2.723 0.938 -1.2811
P 5.602 3.059 0.780 2.4898
O 5.053 2.448 -0.553 -1.3183
O 5.384 4.594 0.793 -1.3111
O 4.812 2.416 1.981 -1.1700

Entry 3:
19
Properties=species:S:1:pos:R:3:lowdin_charge:R:1 method="wB97M-V/def2-TZVPD" gap_ev="5.63 / 5.63" homo_ev="-5.90 / -5.90" de_lowest_ev=4.837 e_tot_ev=-43013.2463
O 2.556 1.450 0.361 -0.4115
C 2.782 0.224 -0.299 -0.4072
C 1.483 -0.523 -0.566 -0.3226
O 0.981 -0.911 0.780 -0.2850
C -0.351 -1.411 0.782 -0.2314
C -1.163 -0.513 -0.149 -0.2658
O -1.364 0.744 0.542 -0.3445
C -2.414 1.525 -0.005 -0.0919
Yb 0.736 1.423 0.591 1.2258
H 3.469 -0.399 0.318 0.0999
H 3.267 0.384 -1.284 0.1030
H 1.667 -1.447 -1.137 0.0875
H -0.767 -1.646 1.770 0.1261
H -0.315 -2.390 0.274 0.1247
H -2.145 -0.956 -0.356 0.1117
H -3.378 1.053 0.231 0.0984
H -2.355 2.522 0.446 0.0903
H -2.318 1.613 -1.098 0.1024
H -0.370 -0.744 -1.201 0.1902

Entry 4:
34
Properties=species:S:1:pos:R:3:nbo_charge:R:1 method="wB97M-V/def2-TZVPD" gap_ev="5.76 / 6.56" homo_ev="-12.06 / -12.06" total_charge=+1 spin_multiplicity=5 de_lowest_ev=0.000 e_tot_ev=-65460.0481
Cr -2.742 0.017 0.635 1.5406
Cl -0.531 -0.673 0.248 -0.6902
C 1.588 2.659 1.761 0.7687
O 2.224 3.643 2.047 -0.6055
N 1.172 2.406 0.462 -0.8681
N 1.279 1.673 2.670 -0.8571
H 1.839 2.658 -0.248 0.4044
H 0.640 1.581 0.242 0.3689
H 1.321 1.909 3.646 0.4066
H 0.773 0.841 2.430 0.3762
C -1.149 1.517 -3.294 0.7828
O -2.273 1.153 -2.964 -0.7054
N -0.956 2.449 -4.270 -0.8292
N 0.000 1.005 -2.723 -0.8707
H -1.809 2.749 -4.707 0.4133
H -0.066 2.798 -4.569 0.4062
H 0.823 0.867 -3.280 0.4108
H -0.178 0.501 -1.882 0.3936
C -3.019 -1.930 2.947 0.8109
O -3.315 -1.516 1.786 -0.8092
N -3.942 -2.190 3.877 -0.7698
N -1.735 -2.243 3.236 -0.7897
H -4.927 -2.086 3.707 0.4356
H -3.649 -2.454 4.803 0.4205
H -1.500 -2.806 4.035 0.4221
H -1.094 -2.146 2.463 0.4347
C 2.956 -1.719 -2.044 0.7699
O 3.663 -2.108 -2.947 -0.6250
N 1.979 -2.515 -1.468 -0.8539
N 3.029 -0.444 -1.531 -0.8609
H 1.534 -2.173 -0.636 0.3685
H 2.092 -3.506 -1.575 0.4113
H 3.644 0.213 -1.974 0.4144
H 2.330 -0.132 -0.882 0.3746